No. 1
This record from the Open Molecules 2025 dataset describes a molecular structure, CHF3N2S in a non-equilibrium geometry. The level of theory is ωB97M-V with the def2-TZVPD basis set.

```
! RIJCOSX wB97M-V def2-TZVPD def2/J DEFGRID3
* xyz 0 1
C 0.58763 -0.61211 -1.11874
N -1.23324 1.05957 1.79693
N -0.81945 1.18053 0.75838
F 0.30342 0.41279 -2.02624
F -0.52598 -1.35910 -0.90041
F 1.43394 -1.40518 -1.77309
S 1.16300 -0.01326 0.45611
H -0.90932 0.73675 2.80706
*
```

As for the total energy: -845.90535 a.u. As for the HOMO energy (spin up / spin down): -0.3422 / -0.3370 hartree. The calculation puts the molar mass at 130.09 g mol⁻¹. The LUMO energy (spin up / spin down) is -1.33 / -1.54 eV. Its orbital gap (spin up / spin down) is 8.0 / 7.6 eV.


No. 2
This record from the Open Molecules 2025 dataset describes 2 unconnected molecules or ions with the total composition C8H15N2O in a non-equilibrium geometry. The level of theory is ωB97M-V with the def2-TZVPD basis set.

```
! RIJCOSX wB97M-V def2-TZVPD def2/J DEFGRID3
* xyz 1 1
C -1.16911 0.91698 0.74923
C -1.76113 -0.39124 1.12951
C -0.99751 -1.56678 0.51920
C -0.71736 -1.27986 -0.95515
C 2.24087 0.13241 1.39581
C -0.05105 0.04272 -1.11560
C 2.46285 -0.21782 0.02164
C 0.07200 2.39052 -0.66532
N -0.42478 1.06980 -0.32357
N 3.05325 -1.07080 -0.79685
O 2.71793 1.03675 0.36783
H -1.40793 1.79121 1.33097
H -1.79790 -0.47552 2.21736
H -2.80342 -0.41235 0.78856
H -0.05793 -1.71901 1.05412
H -1.58590 -2.47775 0.61793
H -0.10663 -2.06573 -1.40165
H -1.66925 -1.27177 -1.50106
H 1.23756 0.33230 1.75780
H 2.97470 -0.12308 2.15134
H 0.42680 0.29854 -2.04366
H -0.33006 2.70119 -1.62940
H 1.16005 2.38651 -0.72746
H -0.23095 3.11455 0.08764
H 3.50163 -0.72198 -1.63268
H 2.82810 -2.05210 -0.74641
*
```

As for the total energy: -498.20772 a.u. As for the HOMO energy (spin up / spin down): -0.3875 / -0.3841 hartree. The calculation puts the molar mass at 155.22 g mol⁻¹. The LUMO energy (spin up / spin down) is -3.92 / -4.02 eV. Its orbital gap (spin up / spin down) is 6.6 / 6.4 eV.


No. 3
This record from the Open Molecules 2025 dataset describes 10 unconnected molecules or ions with the total composition H18O9 in a non-equilibrium geometry. The level of theory is ωB97M-V with the def2-TZVPD basis set.

```
! RIJCOSX wB97M-V def2-TZVPD def2/J DEFGRID3
* xyz 0 1
H 1.09548 -2.04069 -1.01159
H 0.75030 -2.18231 0.65205
H 0.28315 -0.54183 -2.04513
H -0.50212 -1.71188 -3.05678
H 0.15926 -0.84201 1.88998
H -0.64119 -1.71555 2.92931
H 2.33161 -0.68720 0.51509
H 3.92230 -0.02329 -0.05583
H 0.30657 1.40523 1.29862
H 1.81033 1.01863 2.03182
H 1.53800 0.44676 -0.79943
H 0.36870 1.42268 -1.22850
H -1.37423 2.19084 -0.42152
H -0.28072 3.39895 0.24021
H -1.84506 -1.39699 -0.82153
H -1.68321 -1.24242 0.89479
H -2.53542 0.70377 -0.56401
H -3.53599 2.06629 -0.97611
O 1.45148 -1.94097 -0.02632
O -0.27124 -1.49780 -2.19524
O -0.31145 -1.76217 1.98546
O 2.88720 0.13919 0.74941
O 0.66571 0.87144 2.06856
O 0.88939 0.71782 -1.58086
O -0.40157 2.43925 -0.18175
O -2.27069 -0.96469 0.06060
O -2.80659 1.72894 -0.35132
*
```

As for the total energy: -687.86167 a.u. As for the HOMO energy: -0.4028 hartree. The calculation puts the molar mass at 162.13 g mol⁻¹. The LUMO energy is 0.17 eV. Its orbital gap is 11.1 eV.


No. 4
This record from the Open Molecules 2025 dataset describes a molecular structure, C8H20N2OP in a non-equilibrium geometry. The level of theory is ωB97M-V with the def2-TZVPD basis set.

```
! RIJCOSX wB97M-V def2-TZVPD def2/J DEFGRID3
* xyz 1 1
C -1.39746 0.30916 -0.86641
C -0.08345 1.19426 1.13649
C -1.40608 1.29799 0.34741
C 0.78599 -0.52223 -0.25534
C -0.32362 -3.26399 -0.79184
C 2.33908 0.62986 1.14446
C 1.47592 1.92024 -0.60437
C -1.04280 -2.09838 -0.20631
N -0.50270 -0.78385 -0.56085
N 1.11304 0.78544 0.28265
O 1.90779 -0.50814 -1.77658
P -2.91286 1.10805 1.48889
H -2.29403 -0.33272 -1.16483
H -1.03240 0.85268 -1.68712
H 0.14242 2.11559 1.77639
H -0.01408 0.46622 1.86623
H -1.56655 2.29493 0.02263
H 1.22069 -1.21496 0.35328
H 0.71340 -3.08391 -0.81257
H -0.61633 -4.12706 -0.09348
H -0.73532 -3.67587 -1.64637
H 2.30733 -0.22577 1.81823
H 3.22203 0.45531 0.41065
H 2.46101 1.47146 1.79036
H 1.49270 2.79857 -0.02988
H 2.29854 1.80836 -1.26600
H 0.73399 2.00074 -1.37293
H -2.14676 -2.19392 -0.37320
H -0.97859 -2.06458 0.88713
H 1.51716 -1.31251 -2.27641
H -3.79641 1.48474 0.47708
H -2.88165 2.41429 1.98260
*
```

As for the total energy: -842.53647 a.u. As for the HOMO energy: -0.4714 hartree. The calculation puts the molar mass at 191.23 g mol⁻¹. The LUMO energy is -2.61 eV. Its orbital gap is 10.2 eV.


No. 5
This record from the Open Molecules 2025 dataset describes a single C4H8N2O molecule in a non-equilibrium geometry. The level of theory is ωB97M-V with the def2-TZVPD basis set.

```
! RIJCOSX wB97M-V def2-TZVPD def2/J DEFGRID3
* xyz 0 1
C -1.22833 -1.07652 0.56045
C -0.26791 -0.05366 -0.01494
C 1.13592 -0.53434 -0.22823
N 2.05293 0.36600 0.18143
O 1.37307 -1.62843 -0.71600
C -0.75384 1.21482 -1.05182
N -0.50009 1.28512 0.37457
H -2.27621 -0.78593 0.41898
H -1.06529 -2.07677 0.15657
H -1.02184 -1.09922 1.64037
H 1.72183 1.23289 0.58157
H 3.03022 0.15362 0.08892
H 0.14499 1.54551 -1.57674
H -0.99270 0.10456 -1.33518
H -1.35276 1.35237 0.92006
*
```

As for the total energy: -341.86906 a.u. As for the HOMO energy: -0.3311 hartree. The calculation puts the molar mass at 100.12 g mol⁻¹. The LUMO energy is 0.96 eV. As for the SMILES: C[C@@]1(C(N)=O)CN1. Its orbital gap is 10.0 eV.


No. 6
This record from the Open Molecules 2025 dataset describes 14 unconnected molecules or ions with the total composition C34H99N3O25 in a non-equilibrium geometry. The level of theory is ωB97M-V with the def2-TZVPD basis set.

```
! RIJCOSX wB97M-V def2-TZVPD def2/J DEFGRID3
* xyz 0 1
C 23.13491 0.47931 -12.37998
C 22.20737 0.64623 -13.55971
C 21.38467 1.91901 -13.57188
O 20.38068 1.98656 -12.54831
C 19.32045 2.87020 -12.82683
N 22.95515 0.38412 -14.81023
H 23.73192 -0.41903 -12.53997
H 22.58058 0.25977 -11.46712
H 23.81108 1.32894 -12.28302
H 21.44058 -0.11289 -13.39545
H 20.89894 1.99050 -14.54707
H 22.00298 2.81758 -13.52412
H 19.64216 3.90590 -12.71316
H 18.48059 2.58762 -12.19292
H 19.00693 2.66863 -13.85263
H 23.24016 -0.58474 -14.76082
H 23.80234 0.92935 -14.89678
C 33.66814 1.39438 -20.08745
C 32.76529 1.80051 -18.91707
C 31.46676 0.97348 -18.93691
O 30.44552 1.87976 -19.33800
C 29.23320 1.11062 -19.61374
N 33.42688 1.62288 -17.65206
H 34.65014 1.86347 -20.02266
H 33.20118 1.70935 -21.02103
H 33.77630 0.31140 -20.14854
H 32.48371 2.84889 -19.02609
H 31.22833 0.39547 -18.04258
H 31.52692 0.20740 -19.71287
H 28.50820 1.90872 -19.77242
H 28.93291 0.53564 -18.73762
H 29.35072 0.55175 -20.54259
H 32.84935 1.98732 -16.90602
H 34.19461 2.28190 -17.66193
C 25.54050 1.36860 -24.74624
C 26.91299 1.83979 -24.21126
C 26.93494 2.14880 -22.71112
O 25.97291 3.16979 -22.31923
C 25.98202 3.37165 -20.94115
N 28.01742 0.90782 -24.56595
H 25.36912 0.35228 -24.38850
H 25.46956 1.24877 -25.82825
H 24.72763 2.04782 -24.48875
H 27.05866 2.79363 -24.72113
H 27.92172 2.54361 -22.46672
H 26.76530 1.18006 -22.23754
H 25.39092 2.56923 -20.49582
H 25.37829 4.27496 -20.84060
H 26.88999 3.56098 -20.36728
H 27.78417 0.52181 -25.47084
H 27.93964 0.13455 -23.91613
C 25.06996 -6.30456 -17.59903
C 24.47106 -5.03384 -18.34107
O 23.81068 -4.21802 -17.38584
O 26.04228 -5.87398 -16.73701
H 25.54210 -6.94181 -18.34836
H 24.35870 -6.82610 -16.95738
H 23.71478 -5.40912 -19.03186
H 25.18986 -4.44858 -18.91565
H 23.01700 -3.89056 -17.81897
H 26.44409 -6.64018 -16.31887
C 19.06705 -0.65915 -16.99856
C 20.33837 -0.37988 -16.21622
O 21.30931 0.28118 -17.05228
O 18.22465 -1.61961 -16.39192
H 19.21699 -0.96898 -18.03410
H 18.49831 0.26799 -17.09544
H 20.77968 -1.36737 -16.06305
H 20.11225 -0.06130 -15.19876
H 22.08525 0.55588 -16.54548
H 17.45638 -1.75540 -16.95103
C 27.33511 -4.50697 -20.90436
C 27.81191 -5.63275 -21.85751
O 29.03213 -6.13072 -21.29642
O 28.18052 -3.39084 -20.89451
H 27.23242 -4.78171 -19.85308
H 26.37140 -4.07040 -21.16956
H 27.99714 -5.23811 -22.85710
H 26.96634 -6.31422 -21.96106
H 29.15068 -6.88936 -21.87478
H 29.09220 -3.69514 -20.88067
C 26.63615 -2.51039 -24.69723
C 27.91421 -2.24789 -23.87980
O 27.72406 -1.28493 -22.84011
O 25.71441 -3.35858 -24.02427
H 26.88946 -2.92790 -25.67247
H 26.17347 -1.55402 -24.94380
H 28.61294 -1.74084 -24.54736
H 28.42240 -3.15602 -23.55615
H 27.70112 -1.73045 -21.98809
H 25.23730 -2.73381 -23.46846
C 26.18362 1.99022 -14.34448
C 26.80994 0.97632 -15.39440
O 27.05540 1.64662 -16.64720
O 25.02004 2.64423 -14.77406
H 26.97983 2.68194 -14.06515
H 25.99334 1.46459 -13.40790
H 26.09796 0.17705 -15.60507
H 27.68152 0.58675 -14.86890
H 26.20472 1.77446 -17.07706
H 25.28771 3.41853 -15.27511
C 20.91971 -2.70088 -19.67473
C 21.33406 -3.93627 -20.48354
O 20.78177 -3.74604 -21.76366
O 21.49590 -2.74800 -18.39467
H 19.83560 -2.73838 -19.55455
H 21.13956 -1.78288 -20.22068
H 21.01180 -4.91352 -20.12129
H 22.42080 -4.03550 -20.51969
H 20.73875 -4.60139 -22.19763
H 21.34131 -1.87961 -18.01146
C 24.35524 -4.41687 -13.76948
C 23.73213 -3.04744 -14.20157
O 24.43019 -2.49293 -15.27262
O 23.88758 -5.42695 -14.63695
H 23.90885 -4.66402 -12.80600
H 25.42850 -4.24361 -13.85044
H 23.77425 -2.31666 -13.39334
H 22.68662 -3.20851 -14.47003
H 24.36944 -3.15861 -15.96794
H 24.62003 -5.56659 -15.24311
C 22.29367 3.12893 -19.37818
C 21.70143 3.29983 -17.94103
O 20.37387 2.78896 -17.83064
O 22.60432 1.77215 -19.62021
H 23.28538 3.56323 -19.50919
H 21.61109 3.51142 -20.13747
H 21.64890 4.34106 -17.62359
H 22.39408 2.72125 -17.32809
H 20.43325 1.85327 -17.60936
H 21.80764 1.41963 -20.02550
C 27.87220 -3.27196 -15.62860
C 28.83220 -2.07258 -15.44452
O 28.75470 -1.47750 -14.18027
O 27.99230 -3.83307 -16.92770
H 26.82813 -2.99612 -15.46981
H 27.97262 -4.01177 -14.83093
H 28.52439 -1.37304 -16.22188
H 29.84243 -2.42628 -15.65502
H 29.03872 -2.13374 -13.53890
H 27.39796 -4.58612 -17.00191
C 25.98957 -1.40015 -18.29976
C 24.68588 -0.75267 -18.03179
O 24.72776 0.66864 -18.17580
O 26.05563 -1.66466 -19.70349
H 26.26160 -2.28675 -17.72535
H 26.83510 -0.73187 -18.12702
H 24.50834 -0.93305 -16.96967
H 23.85184 -1.28025 -18.49600
H 23.97004 0.89407 -18.72631
H 26.87471 -2.12583 -19.90494
C 23.37561 -1.06390 -21.98415
C 22.61336 -1.27696 -23.34047
O 21.17851 -1.18769 -23.03275
O 24.76806 -1.35227 -22.20139
H 23.04074 -1.58302 -21.08513
H 23.23090 -0.00763 -21.75087
H 22.96846 -2.21606 -23.76644
H 22.96856 -0.46958 -23.97977
H 20.97512 -1.97050 -22.51356
H 25.25891 -1.13261 -21.40414
*
```

As for the total energy: -3399.81647 a.u. As for the HOMO energy: -0.3198 hartree. The calculation puts the molar mass at 950.16 g mol⁻¹. The LUMO energy is 0.00 eV. Its orbital gap is 8.7 eV.


No. 7
This record from the Open Molecules 2025 dataset describes a gas-phase ion, C2H6N2 (charge -1) in a non-equilibrium geometry. The level of theory is ωB97M-V with the def2-TZVPD basis set.

```
! RIJCOSX wB97M-V def2-TZVPD def2/J DEFGRID3
* xyz -1 2
C -0.67640 -1.31716 -0.05765
N 0.18366 -0.22238 -0.54368
C 0.64046 0.86907 0.14476
N 0.76163 2.11525 -0.20727
H -1.73311 -1.10637 -0.51090
H -0.73996 -1.36673 1.02380
H -0.28023 -2.30504 -0.29061
H -0.31530 0.20949 -1.32625
H 1.14738 0.60427 1.07123
H 1.01186 2.51960 0.69659
*
```

As for the total energy: -189.22338 a.u. As for the HOMO energy (spin up / spin down): 0.0472 / -0.1903 hartree. The calculation puts the molar mass at 58.08 g mol⁻¹. As for the expectation value of S²: 0.7506. The LUMO energy (spin up / spin down) is 4.52 / 4.65 eV. Its orbital gap (spin up / spin down) is 3.2 / 9.8 eV.


No. 8
This record from the Open Molecules 2025 dataset describes a single C3H4N2O molecule in a non-equilibrium geometry. The level of theory is ωB97M-V with the def2-TZVPD basis set.

```
! RIJCOSX wB97M-V def2-TZVPD def2/J DEFGRID3
* xyz 0 1
C 0.85767 0.65403 -0.36707
C -0.10350 -1.32859 0.24067
C -0.27098 1.28614 0.16707
N 0.97761 -0.58244 -0.52112
N -1.27416 -0.73466 -0.27215
O -1.36653 0.56739 -0.06445
H 1.50825 1.27139 -0.97422
H 0.00549 -2.33387 0.09467
H 0.00975 -1.10647 1.44648
H -0.34361 2.30708 0.25014
*
```

As for the total energy: -301.28929 a.u. As for the HOMO energy (spin up / spin down): -0.3299 / -0.3265 hartree. The calculation puts the molar mass at 84.08 g mol⁻¹. The LUMO energy (spin up / spin down) is -0.63 / -0.48 eV. Its orbital gap (spin up / spin down) is 8.3 / 8.4 eV.


Looking at energy relative to the best compared isomer or geometry (same formula, charge and spin) for the records above, in order, we have 365.5; 421.4; 430.9; 235.1; 353.4; 94.6; 56.1; 519.7 kJ/mol.